# 1
76
Properties=species:S:1:pos:R:3 method="wB97M-V/def2-TZVPD" total_charge=-2 gap_ev=5.380 e_lumo_ha=0.1620
Pd -0.352 0.184 -0.748
Se -1.917 -1.110 -2.476
S -0.307 2.816 -0.653
P 1.972 -0.172 -1.221
P -0.586 -0.059 1.570
F 0.648 5.029 -1.792
F -4.125 0.677 -3.750
F -1.490 5.056 -1.466
F -3.422 -1.763 0.273
F -0.137 5.345 0.193
F -6.496 1.447 -2.846
F -5.816 -1.026 1.105
F -7.393 0.622 -0.400
O 1.107 2.712 -0.252
O -1.316 2.772 0.404
O -0.702 2.405 -2.012
C -1.894 2.723 4.345
C -0.551 -2.827 1.324
C -1.066 -2.112 3.553
C 1.136 0.315 2.180
C -0.985 -4.465 3.040
C -0.656 -4.155 1.725
C -5.363 -0.566 -0.081
C -0.747 -1.785 2.234
C 2.738 -1.701 -1.942
C -3.205 2.325 4.570
C 4.977 2.141 -2.898
C 3.401 -4.025 -1.697
C 2.885 2.849 -3.847
C -1.189 -3.438 3.954
C -2.887 0.502 3.032
C -3.606 -0.543 -1.777
C 3.583 -2.961 -3.835
C 4.266 2.970 -3.761
C 3.757 -4.086 -3.038
C 3.073 -1.786 -3.294
C -5.712 0.665 -2.072
C -0.325 4.632 -0.942
C 2.948 -0.078 0.370
C -1.078 2.006 3.475
C 2.916 1.069 -2.214
C 2.189 -0.633 1.585
C 2.214 1.899 -3.082
C -3.705 1.213 3.899
C -4.465 0.258 -2.520
C -6.170 0.254 -0.842
C 4.302 1.202 -2.130
C -1.554 0.871 2.828
C -4.114 -0.942 -0.544
C 2.889 -2.849 -1.161
H -0.365 -2.575 0.283
H -3.291 -0.355 2.496
H -1.225 -1.321 4.277
H 3.848 -2.993 -4.886
H 1.133 1.821 -3.128
H -0.077 2.365 3.274
H 3.891 -0.618 0.255
H -1.098 -5.498 3.346
H 4.154 -5.002 -3.460
H 2.318 3.509 -4.493
H 6.054 2.233 -2.816
H -3.842 2.894 5.237
H 2.937 -0.920 -3.931
H 1.714 -1.576 1.307
H 2.917 -0.878 2.363
H 2.599 -2.831 -0.117
H -0.499 -4.946 1.002
H 3.172 0.982 0.509
H -4.734 0.902 4.043
H 4.866 0.559 -1.463
H -1.442 -3.668 4.984
H 1.339 1.339 1.857
H 3.521 -4.896 -1.062
H -1.502 3.604 4.839
H 4.787 3.713 -4.354
H 1.156 0.277 3.274

# 2
91
Properties=species:S:1:pos:R:3 method="wB97M-V/def2-TZVPD" de_lowest_kcal_mol=46.3 total_charge=0 gap_ev="5.417 / 5.222" e_lumo_ha="-0.0590 / -0.0658"
Ir 0.145 -0.274 -0.222
Br -6.548 4.215 2.913
O -2.370 2.363 0.005
O -1.680 0.484 1.026
N 0.641 1.617 -0.766
N 1.377 -0.193 1.352
N -0.952 -0.417 -1.877
N -0.209 -2.226 0.211
C 2.419 1.992 0.856
C -2.859 3.598 -2.962
C -0.511 -4.876 -5.206
C -3.530 0.664 2.967
C 2.854 0.590 2.892
C -2.521 0.149 -3.415
C -0.461 -3.689 -3.114
C 3.531 3.778 2.218
C -1.063 1.967 -2.478
C 0.403 -3.618 4.516
C 3.588 2.816 1.219
C 1.594 -4.438 -4.155
C 2.539 -3.892 3.457
C -0.577 -3.143 -0.718
C -5.310 2.767 2.929
C -3.512 4.451 -3.832
C 1.484 -1.108 2.376
C -5.398 1.819 3.937
C 4.789 2.561 0.566
C -1.877 3.986 -5.530
C 5.932 3.244 0.929
C -4.351 2.685 1.938
C 0.934 -3.832 -3.108
C 2.909 -4.798 4.433
C 4.677 4.464 2.574
C 0.019 2.385 -1.704
C -0.089 -4.313 1.131
C 2.031 -5.114 5.457
C -0.976 -2.850 -2.031
C 1.634 2.370 -0.220
C -3.462 1.622 1.965
C 1.278 -3.303 3.484
C -1.505 -1.548 -2.376
C -2.498 -1.231 -3.312
C -1.717 2.930 -3.383
C 0.157 -2.916 1.333
C 2.385 -0.615 3.353
C 0.655 3.670 -1.767
C -1.526 0.643 -2.546
C 0.894 -2.382 2.391
C -3.031 4.633 -5.119
C -4.497 0.766 3.950
C 0.785 -4.511 5.503
C -1.176 -4.223 -4.183
C -0.497 -4.458 -0.160
C -1.218 3.133 -4.664
C 5.878 4.189 1.940
C 1.672 3.654 -0.869
C 2.213 0.833 1.653
C 0.872 -4.971 -5.211
C -2.402 1.505 0.871
H -4.552 0.021 4.728
H -1.074 -5.304 -6.023
H -0.319 2.620 -4.975
H -3.155 0.743 -4.044
H 1.494 -3.395 -2.294
H 6.776 4.705 2.240
H 3.883 -5.264 4.390
H -3.201 3.436 -1.952
H -3.129 -1.931 -3.822
H 6.865 3.034 0.427
H -4.401 4.968 -3.505
H -2.820 -0.147 2.953
H 0.100 -4.745 6.305
H 2.637 -1.106 4.271
H 2.318 -5.827 6.215
H 4.633 5.209 3.353
H 3.223 -3.648 2.657
H -0.572 -3.155 4.548
H 2.673 -4.482 -4.152
H -3.558 5.278 -5.805
H -4.271 3.418 1.149
H 0.363 4.477 -2.412
H 1.388 -5.450 -6.030
H 0.079 -5.079 1.864
H 4.811 1.817 -0.218
H 3.558 1.246 3.369
H 2.358 4.442 -0.627
H -2.253 -4.151 -4.207
H -6.158 1.904 4.698
H -0.760 -5.354 -0.691
H 2.587 3.976 2.704
H -1.489 4.140 -6.526

Please write out number 1 again, unchanged.
76
Properties=species:S:1:pos:R:3 method="wB97M-V/def2-TZVPD" total_charge=-2 gap_ev=5.380 e_lumo_ha=0.1620
Pd -0.352 0.184 -0.748
Se -1.917 -1.110 -2.476
S -0.307 2.816 -0.653
P 1.972 -0.172 -1.221
P -0.586 -0.059 1.570
F 0.648 5.029 -1.792
F -4.125 0.677 -3.750
F -1.490 5.056 -1.466
F -3.422 -1.763 0.273
F -0.137 5.345 0.193
F -6.496 1.447 -2.846
F -5.816 -1.026 1.105
F -7.393 0.622 -0.400
O 1.107 2.712 -0.252
O -1.316 2.772 0.404
O -0.702 2.405 -2.012
C -1.894 2.723 4.345
C -0.551 -2.827 1.324
C -1.066 -2.112 3.553
C 1.136 0.315 2.180
C -0.985 -4.465 3.040
C -0.656 -4.155 1.725
C -5.363 -0.566 -0.081
C -0.747 -1.785 2.234
C 2.738 -1.701 -1.942
C -3.205 2.325 4.570
C 4.977 2.141 -2.898
C 3.401 -4.025 -1.697
C 2.885 2.849 -3.847
C -1.189 -3.438 3.954
C -2.887 0.502 3.032
C -3.606 -0.543 -1.777
C 3.583 -2.961 -3.835
C 4.266 2.970 -3.761
C 3.757 -4.086 -3.038
C 3.073 -1.786 -3.294
C -5.712 0.665 -2.072
C -0.325 4.632 -0.942
C 2.948 -0.078 0.370
C -1.078 2.006 3.475
C 2.916 1.069 -2.214
C 2.189 -0.633 1.585
C 2.214 1.899 -3.082
C -3.705 1.213 3.899
C -4.465 0.258 -2.520
C -6.170 0.254 -0.842
C 4.302 1.202 -2.130
C -1.554 0.871 2.828
C -4.114 -0.942 -0.544
C 2.889 -2.849 -1.161
H -0.365 -2.575 0.283
H -3.291 -0.355 2.496
H -1.225 -1.321 4.277
H 3.848 -2.993 -4.886
H 1.133 1.821 -3.128
H -0.077 2.365 3.274
H 3.891 -0.618 0.255
H -1.098 -5.498 3.346
H 4.154 -5.002 -3.460
H 2.318 3.509 -4.493
H 6.054 2.233 -2.816
H -3.842 2.894 5.237
H 2.937 -0.920 -3.931
H 1.714 -1.576 1.307
H 2.917 -0.878 2.363
H 2.599 -2.831 -0.117
H -0.499 -4.946 1.002
H 3.172 0.982 0.509
H -4.734 0.902 4.043
H 4.866 0.559 -1.463
H -1.442 -3.668 4.984
H 1.339 1.339 1.857
H 3.521 -4.896 -1.062
H -1.502 3.604 4.839
H 4.787 3.713 -4.354
H 1.156 0.277 3.274